127
Properties=species:S:1:pos:R:3:mulliken_charge:R:1 method="wB97M-V/def2-TZVPD" relative_energy_kj_mol=0.00 spin_multiplicity=1 charge=-1 largest_force_ha_per_bohr=0.057 gap_ev=7.68
O 2.19132 -0.06549 0.70280 -0.82
V 1.43104 0.48971 -0.60430 0.88
O 0.15484 -0.45336 -0.83397 -0.28
O 2.77388 -0.33419 -2.03578 -0.27
C 2.91504 0.73024 -2.94251 -0.52
C 2.92544 2.12521 -2.34093 -0.40
O 1.91515 2.41940 -1.39522 -0.71
H 2.05839 0.71018 -3.64929 0.13
H 3.85284 0.53435 -3.48964 0.33
H 2.96418 2.86088 -3.16501 0.35
H 3.88784 2.23069 -1.80427 0.20
C -8.30432 -3.50931 -4.07885 -0.71
O -7.15210 -3.25257 -3.31943 -0.30
C -6.83279 -1.87641 -3.31059 -0.47
C -5.62995 -1.64076 -2.41534 -0.53
N -5.37045 -0.21952 -2.34994 -0.19
C -4.36037 0.16843 -1.37420 -0.45
C -3.72491 1.46115 -1.83801 -0.18
O -3.05910 1.29464 -3.06794 -0.56
C -1.78601 0.68435 -2.94620 -0.30
H -9.19716 -3.14210 -3.55591 0.28
H -8.38699 -4.57424 -4.27864 0.25
H -8.24261 -2.99300 -5.04742 0.30
H -7.67084 -1.29702 -2.88856 0.33
H -6.64155 -1.46218 -4.31354 0.31
H -4.76546 -2.19792 -2.81631 0.20
H -5.85411 -2.05650 -1.43160 0.30
H -5.05344 0.18279 -3.22521 0.33
H -3.59306 -0.61222 -1.24430 0.17
H -4.75930 0.33533 -0.36554 0.37
H -3.04863 1.84855 -1.06769 0.16
H -4.52169 2.18756 -2.01103 -0.13
H -1.41360 0.62332 -3.97272 0.37
H -1.79735 -0.29358 -2.47435 0.06
H -1.04002 1.33997 -2.48074 0.13
C -2.46879 -0.11752 1.53205 -0.77
O -2.96184 1.18339 1.44432 0.60
C -3.53794 1.66084 2.62736 -1.00
C -3.95665 3.08592 2.39705 -1.04
N -5.18702 3.14332 1.63540 -0.33
C -5.62390 4.53183 1.37259 -0.60
C -6.70704 4.51496 0.32682 -0.68
O -6.20707 3.93877 -0.84428 -0.20
C -7.11234 4.04617 -1.92261 -0.83
H -1.96297 -0.37405 0.60039 -0.08
H -3.21025 -0.89126 1.76932 0.38
H -1.63944 -0.28086 2.24521 0.15
H -2.81915 1.59724 3.46045 0.41
H -4.33502 0.95881 2.90455 0.41
H -3.06295 3.53009 1.92255 0.44
H -4.04369 3.53852 3.38973 0.52
H -4.93060 2.87736 0.67771 0.22
H -4.75830 5.15150 1.09304 0.33
H -6.07051 4.95660 2.27995 0.36
H -7.02747 5.54039 0.08412 0.44
H -7.57498 3.99865 0.76173 0.35
H -8.12061 3.72675 -1.62883 0.34
H -6.77778 3.43382 -2.75589 0.24
H -7.17040 5.09107 -2.26608 0.29
C 0.20919 3.99561 2.01481 -1.53
C 0.65564 2.55363 1.94204 0.94
C 0.44174 1.80388 3.23488 0.30
O 1.16014 2.49732 4.24525 -0.58
C 0.73540 2.11439 5.52786 -0.97
N 0.06089 1.85449 0.75763 1.04
H 0.47016 4.55447 1.11439 0.54
H 0.63615 4.52852 2.86614 0.42
H -0.87844 4.08758 2.15887 0.14
H 1.74398 2.62053 1.84244 -0.56
H 0.79835 0.77031 3.18813 0.35
H -0.62817 1.79978 3.49966 -0.39
H 0.61174 1.02436 5.60896 0.36
H -0.24209 2.56425 5.74176 0.30
H 1.47328 2.39772 6.27482 0.39
H -0.94171 1.78248 0.97585 -0.82
H 0.06608 2.68203 0.14053 0.33
C 4.10885 0.01070 4.17199 -0.72
C 4.77178 1.37445 4.13322 0.44
C 5.15677 1.77572 2.72991 -0.28
O 6.15457 0.89606 2.28156 -0.35
C 6.36388 0.95314 0.89080 -0.23
N 3.97087 2.40512 4.82634 -0.87
H 4.08688 -0.44803 5.16682 0.38
H 4.60724 -0.69417 3.51260 0.12
H 3.07865 0.03266 3.80082 -0.02
H 5.70608 1.31057 4.70685 0.34
H 5.50199 2.82264 2.72183 0.34
H 4.26474 1.73816 2.08029 -0.17
H 7.23080 0.33201 0.65336 0.23
H 6.51504 1.98991 0.57371 0.34
H 5.54211 0.47160 0.34444 -0.19
H 2.98836 2.44992 4.47627 0.58
H 3.79962 1.96089 5.73429 0.31
C 4.84469 -2.19099 0.67878 -0.79
C 5.56552 -2.65646 -0.57452 0.88
C 6.34105 -3.94540 -0.35692 -0.95
O 7.29690 -3.77314 0.66693 -0.26
C 7.86205 -5.00148 1.04050 -0.79
N 4.58664 -2.73437 -1.67477 -0.12
H 4.54787 -1.14638 0.53248 -0.52
H 5.52444 -2.14186 1.53419 0.56
H 3.95703 -2.71729 1.03586 0.20
H 6.33211 -1.88261 -0.76298 0.14
H 6.88820 -4.17052 -1.29193 0.36
H 5.69574 -4.80654 -0.13351 0.34
H 8.73020 -4.79756 1.66570 0.24
H 8.24642 -5.53498 0.15387 0.31
H 7.13903 -5.65655 1.54119 0.31
H 5.11642 -2.56006 -2.52533 0.26
H 3.97151 -1.93073 -1.50459 -0.22
C 1.71585 -4.87227 -0.52915 -1.09
C 1.36756 -4.86567 -1.99669 0.41
C 0.65871 -3.56506 -2.35836 -0.04
O 0.44335 -3.46489 -3.73324 -0.42
C -0.01022 -2.18063 -4.05975 -0.14
N 2.52375 -5.05783 -2.90182 -0.83
H 2.21912 -5.81158 -0.26963 0.37
H 0.83303 -4.82077 0.11932 0.42
H 2.37561 -4.06223 -0.21630 0.03
H 0.69472 -5.71353 -2.17870 0.38
H 1.25044 -2.70881 -1.99776 -0.40
H -0.31546 -3.57052 -1.84259 0.26
H 0.02652 -2.13726 -5.14828 0.37
H 0.58702 -1.39090 -3.58955 -0.09
H -1.05257 -2.02287 -3.74089 0.06
H 3.01058 -5.88237 -2.52961 0.30
H 3.20816 -4.32729 -2.66557 0.36

=====

52
Properties=species:S:1:pos:R:3:mulliken_charge:R:1 method="wB97M-V/def2-TZVPD" relative_energy_kj_mol=17.42 spin_multiplicity=6 charge=-1 largest_force_ha_per_bohr=0.008 gap_ev="6.19 / 5.51"
Ir -1.14249 -0.16599 1.33020 1.60
Se 1.79099 -0.16675 1.25726 -0.28
P 1.27493 -0.15680 -0.80383 0.42
Se -0.62196 -1.18909 -1.04253 -0.40
C 2.56005 -0.84409 -1.88368 0.31
C 2.33824 -1.98657 -2.63961 -0.29
C 3.35273 -2.50044 -3.43968 -0.64
C 4.58640 -1.87280 -3.48449 -0.39
C 4.81384 -0.72907 -2.72524 -0.63
C 3.80646 -0.21837 -1.92652 -0.41
C 1.05901 1.54508 -1.42109 0.68
C 0.97883 1.79384 -2.78905 -0.52
C 0.70480 3.07199 -3.24858 -0.59
C 0.49994 4.10943 -2.34621 -0.63
C 0.58522 3.86607 -0.98362 -0.44
C 0.87065 2.58847 -0.52168 -0.42
H 1.37325 -2.47679 -2.59738 0.21
H 3.17610 -3.39494 -4.02318 0.39
H 5.37543 -2.27306 -4.10890 0.37
H 5.77995 -0.24142 -2.75408 0.38
H 3.98551 0.66643 -1.32618 0.37
H 1.11500 0.98543 -3.49851 0.36
H 0.64234 3.26006 -4.31310 0.38
H 0.27240 5.10475 -2.70665 0.40
H 0.42986 4.67091 -0.27433 0.47
H 0.95591 2.38561 0.53968 0.33
Cl -3.10790 6.60335 0.81299 -0.20
C -2.36794 5.13743 1.33484 0.40
C -1.43186 5.18069 2.42197 0.27
Cl -1.07480 6.69703 3.15741 -0.20
C -0.82452 4.04133 2.86478 0.14
Cl 0.32689 4.04015 4.13815 -0.19
C -1.12730 2.76952 2.26921 0.02
O -0.57768 1.70121 2.63110 -0.80
C -2.06278 2.73283 1.14906 0.43
O -2.28040 1.63291 0.57990 -1.08
C -2.66537 3.95795 0.71424 0.20
Cl -3.74802 3.85976 -0.61411 -0.20
S -0.89803 -1.46366 3.31504 -0.42
C -1.56442 -2.92403 2.66533 0.44
C -1.08713 -4.16752 3.10870 -0.86
C -1.61141 -5.35200 2.63683 0.62
C -1.08338 -6.60381 3.11582 -0.11
N -0.65772 -7.60130 3.49734 -0.54
C -2.65507 -5.32776 1.68856 0.56
C -3.13056 -4.11326 1.23752 -0.82
C -2.59768 -2.90063 1.69459 0.41
S -3.18923 -1.40744 1.04690 -0.41
C -3.23011 -6.54318 1.17530 -0.13
N -3.71053 -7.49998 0.75585 -0.55
H -0.28277 -4.18945 3.83146 0.50
H -3.92366 -4.09207 0.50220 0.50

=====

79
Properties=species:S:1:pos:R:3:mulliken_charge:R:1 method="wB97M-V/def2-TZVPD" relative_energy_kj_mol=125.37 spin_multiplicity=5 charge=+2 largest_force_ha_per_bohr=0.130 gap_ev="6.46 / 6.16"
Os -0.92825 0.67707 -4.36692 -0.54
C -2.11976 0.90736 -5.90800 -0.49
C -1.38563 -0.33657 -5.99704 -0.21
C -0.13955 -0.48397 -6.82248 -1.06
C 0.92066 0.64428 -6.56676 -1.26
C 0.75770 1.34245 -5.24099 1.82
C -0.04989 2.42590 -4.78631 -0.70
C -1.05786 3.17597 -5.61947 -0.69
C -1.70210 2.20306 -6.60628 -1.07
C 1.51243 0.50042 -0.86471 -1.86
H -3.18857 0.84804 -5.66180 0.83
H -1.98395 -1.24285 -5.87514 0.75
H -0.33949 -0.55284 -7.90732 0.49
H 0.33151 -1.44279 -6.56672 0.38
H 1.90894 0.15388 -6.51418 0.34
H 0.97131 1.31828 -7.42993 0.41
H 1.67514 1.27781 -4.66250 -0.52
H 0.32736 2.94893 -3.89845 0.55
H -0.59598 4.05789 -6.10441 0.48
H -1.83476 3.59094 -4.93924 0.26
H -2.59914 2.65990 -7.00473 0.55
H -1.03029 2.03037 -7.45865 0.26
H 0.76457 1.25441 -1.16141 0.31
H 2.26573 0.99692 -0.24067 0.73
H 1.04605 -0.31207 -0.30072 0.37
P -2.22963 -0.71686 -2.44116 2.09
P 2.37068 -0.18383 -2.26835 2.99
C 0.00822 -1.04709 -3.65458 -1.06
C 1.32836 -1.16258 -3.34200 -0.73
C -2.59237 -2.28684 -1.77644 0.36
C -2.95984 -3.38265 -2.58794 -0.28
C -3.64392 -4.43278 -1.97539 -0.75
C -3.90869 -4.36612 -0.59377 -0.52
C -3.44897 -3.31524 0.20939 -0.78
C -2.73250 -2.28812 -0.37697 -0.62
C -3.65940 0.24960 -2.97854 1.26
C -3.45527 1.63380 -3.12307 0.03
C -4.48442 2.52063 -2.80521 -1.10
C -5.74173 1.97261 -2.49032 -0.69
C -5.97075 0.60340 -2.57589 -0.63
C -4.94383 -0.30005 -2.84654 -0.99
C 3.54131 -1.37022 -1.67386 0.43
C 3.06127 -2.59952 -1.19245 -0.70
C 3.91619 -3.37221 -0.40964 -0.65
C 5.22266 -2.94319 -0.16209 -0.56
C 5.70048 -1.74864 -0.70818 -0.69
C 4.86028 -0.95502 -1.48370 -0.50
C 3.24643 1.21223 -3.00345 -0.64
C 3.06128 2.51087 -2.49256 -0.40
C 3.71862 3.59677 -3.06985 -0.76
C 4.49944 3.40246 -4.21124 -0.49
C 4.67526 2.12181 -4.74430 -0.92
C 4.07845 1.01421 -4.12807 0.12
H -0.58488 -1.96908 -3.88967 0.72
H 1.83240 -2.07726 -3.73436 0.66
H -2.73441 -3.38344 -3.65844 0.40
H -3.96649 -5.28951 -2.57746 0.43
H -4.48171 -5.16737 -0.12309 0.42
H -3.62310 -3.25939 1.29202 0.41
H -2.35488 -1.45822 0.21250 0.33
H -2.46264 2.02311 -3.45486 0.06
H -4.27128 3.59405 -2.80115 0.48
H -6.52848 2.66530 -2.19668 0.42
H -6.97133 0.21103 -2.42069 0.44
H -5.08199 -1.38006 -2.92813 0.52
H 2.04365 -2.92265 -1.42222 0.42
H 3.54448 -4.30398 0.00998 0.42
H 5.87917 -3.54533 0.46551 0.40
H 6.71794 -1.41322 -0.53044 0.43
H 5.20311 -0.02255 -1.93435 0.29
H 2.42121 2.67805 -1.62672 0.35
H 3.61077 4.57978 -2.61300 0.45
H 4.97943 4.26206 -4.67752 0.45
H 5.28278 1.97599 -5.63882 0.46
H 4.24147 0.00368 -4.52626 0.49
C -1.73229 0.39109 -1.10188 -1.90
H -0.98430 0.01566 -0.41110 0.46
H -2.55922 0.75384 -0.51287 0.67
H -1.27982 1.21006 -1.65151 0.36